#a
Molecular formula: C5H15N2
Method: DFT, the ωB97M-V functional and the def2-TZVPD basis

The geometry in ORCA input format:
```
! wB97M-V def2-TZVPD RIJCOSX def2/J DEFGRID3
* xyz 2 2
C -0.17354 0.34735 -0.89984
C -0.84824 0.58978 -2.22755
C -0.93184 2.05867 -2.65672
N -0.22067 -1.12514 -0.49933
H 0.89512 0.62379 -0.93447
H -0.65335 0.89639 -0.08195
H -1.86848 0.20462 -2.16424
H -0.31962 0.00045 -2.99411
H -1.62751 2.60983 -2.03921
H 0.03107 2.56630 -2.66848
H -1.28936 2.06462 -3.67875
H -1.19010 -1.45902 -0.45471
H 0.21402 -1.73164 -1.20469
H 0.23595 -1.26982 0.43184
C 0.74116 0.22494 2.65239
C 1.21965 -2.09736 2.78931
N 0.79930 -1.13635 2.09160
H 1.07991 0.96157 1.90419
H 1.38224 0.25899 3.54539
H -0.27483 0.50354 2.90561
H 1.21424 -3.10798 2.36642
H 1.58486 -1.98352 3.81729
*
```

For the HOMO-LUMO gap (spin up / spin down), the calculation gives 9.54 / 4.84 eV.

Now the Löwdin charges, all in e: number 1, C, carries -0.168; number 2, C, carries -0.241; number 3, C, carries -0.063; number 4, N, carries 0.192; number 5, H, carries 0.147; number 6, H, carries 0.132; number 7, H, carries 0.123; number 8, H, carries 0.130; number 9, H, carries 0.086; number 10, H, carries 0.089; number 11, H, carries 0.092; number 12, H, carries 0.181; number 13, H, carries 0.184; number 14, H, carries 0.096; number 15, C, carries 0.026; number 16, C, carries 0.191; number 17, N, carries 0.095; number 18, H, carries 0.117; number 19, H, carries 0.145; number 20, H, carries 0.120; number 21, H, carries 0.154; number 22, H, carries 0.172

---

#b
Molecular formula: C5H15N2
Method: DFT, the ωB97M-V functional and the def2-TZVPD basis

The geometry in ORCA input format:
```
! wB97M-V def2-TZVPD RIJCOSX def2/J DEFGRID3
* xyz 2 2
N -1.63317 -1.11956 0.80277
C -1.00480 0.08620 1.33822
C -1.57809 0.08641 2.78189
C 0.53000 0.03258 1.10919
N 0.68443 -0.46465 -0.28831
C 2.13772 -0.56416 -0.46349
C 0.26522 0.83263 -3.42134
H 1.36620 0.82892 -3.70803
H -2.64384 -0.95038 0.43572
H -1.21987 -1.27697 -0.14829
H -1.40231 1.07354 0.79285
H -1.38230 1.06434 3.32207
H -1.04551 -0.70483 3.24361
H -2.60638 -0.08490 2.79520
H 1.00886 -0.64599 1.88818
H 1.03948 1.12244 1.26260
H 2.32936 -0.84975 -1.57478
H 2.66134 -1.37451 0.21177
H 2.72912 0.33354 -0.28474
H 0.15921 0.48282 -2.37666
H -0.12503 1.86201 -3.55350
H -0.26964 0.23029 -4.16494
*
```

For the HOMO-LUMO gap (spin up / spin down), the calculation gives 5.84 / 5.85 eV.

Now the Löwdin charges, all in e: number 1, N, carries 0.303; number 2, C, carries -0.343; number 3, C, carries 0.011; number 4, C, carries -0.110; number 5, N, carries 0.229; number 6, C, carries -0.024; number 7, C, carries -0.030; number 8, H, carries 0.056; number 9, H, carries 0.226; number 10, H, carries 0.145; number 11, H, carries 0.250; number 12, H, carries 0.141; number 13, H, carries 0.087; number 14, H, carries 0.080; number 15, H, carries 0.196; number 16, H, carries 0.242; number 17, H, carries 0.144; number 18, H, carries 0.210; number 19, H, carries 0.141; number 20, H, carries -0.033; number 21, H, carries 0.043; number 22, H, carries 0.038

---

Among the structures shown above, #a is the most stable, with the second-best lying 531.4 kJ/mol higher.